[1]
Computed, not measured: the ion C5H8F3N3S with charge +2 in a non-equilibrium geometry, with wB97M-V/def2-TZVPD.

Summary:
* LUMO energy (alpha / beta): -10.143 / -10.144 eV
* ΔE to the lowest compared entry with this formula, charge and spin: 70.1 kJ/mol
* HOMO-LUMO gap (alpha / beta): 7.366 / 7.365 eV
* highest occupied orbital energy (alpha / beta): -17.5095 / -17.5085 eV
* total charge: +2
* multiplicity: 1

Last column: natural (NBO) charge in e.
Geometry (Å):
1 C 0.515 -1.565 -0.439  0.42
2 C 0.109 0.541 0.885  0.51
3 C -0.060 1.713 0.137  -0.38
4 C 0.418 2.191 -1.080  -0.07
5 C 1.364 1.396 -1.915  0.93
6 N -0.552 -1.799 -1.031  -0.67
7 N 0.874 -0.596 0.417  -0.61
8 N -0.635 0.176 1.927  -0.67
9 F 2.422 0.983 -1.189  -0.32
10 F 0.968 0.221 -2.379  -0.31
11 F 1.878 2.028 -2.931  -0.26
12 S -0.470 3.592 -1.565  0.34
13 H 1.351 -2.234 -0.644  0.25
14 H -1.415 -1.196 -1.018  0.46
15 H -0.630 2.494 0.607  0.27
16 H -0.538 -2.706 -1.696  0.49
17 H 1.915 -0.474 0.369  0.48
18 H -1.479 0.771 2.140  0.46
19 H -0.294 -0.563 2.604  0.48
20 H -0.390 3.773 -2.911  0.22

Forces on atoms 1 to 3 (eV/Å):
3.349 0.439 1.656
-0.612 -2.080 -0.827
0.646 0.783 0.527

[2]
Computed, not measured: a cluster of 2 separate species, C4H12S in total, with wB97M-V/def2-TZVPD.

Summary:
* LUMO energy (alpha / beta): -3.285 / -8.470 eV
* ⟨S²⟩: 0.75
* ΔE to the lowest compared entry with this formula, charge and spin: 29.8 kJ/mol
* HOMO-LUMO gap (alpha / beta): 11.690 / 6.498 eV
* highest occupied orbital energy (alpha / beta): -14.9748 / -14.9675 eV
* total charge: +1
* multiplicity: 2

Last column: Löwdin spin population.
Geometry (Å):
1 C -2.413 1.230 1.714  0.00
2 C -0.940 1.329 1.215  0.02
3 H -2.396 1.043 2.784  0.00
4 H -2.952 2.148 1.499  0.00
5 H -2.942 0.463 1.154  0.00
6 H -0.189 1.438 1.993  0.00
7 H -0.860 2.220 0.591  0.00
8 H -0.721 0.433 0.627  0.01
9 C 1.626 -0.550 -2.528  0.08
10 C 1.295 -1.726 -0.044  0.08
11 S 0.382 -0.892 -1.297  0.72
12 H 2.132 0.403 -2.338  0.03
13 H 2.276 -1.416 -2.619  0.01
14 H 1.172 -0.335 -3.501  0.00
15 H 2.086 -1.061 0.310  0.02
16 H 1.756 -2.670 -0.355  0.02
17 H 0.691 -2.056 0.794  0.00

Forces on atoms 1 to 3 (eV/Å):
0.892 0.161 -0.243
-0.804 0.407 -0.197
-0.467 -0.181 -0.006

[3]
Computed, not measured: an isolated molecule of C6H10O in a non-equilibrium geometry, with wB97M-V/def2-TZVPD.

Summary:
* LUMO energy: 1.156 eV
* ΔE to the lowest compared entry with this formula, charge and spin: 167.2 kJ/mol
* HOMO-LUMO gap: 10.684 eV
* highest occupied orbital energy: -9.5289 eV
* multiplicity: 1

Last column: natural (NBO) charge in e.
Geometry (Å):
1 C 0.315 1.912 0.878  -0.62
2 C 0.634 0.749 -0.035  0.10
3 O 1.194 -0.305 0.718  -0.52
4 C 1.023 -1.500 0.000  -0.08
5 C -0.455 -1.348 -0.801  -0.25
6 C -1.488 -0.755 0.072  -0.44
7 C -0.583 0.148 -0.725  -0.27
8 H 1.210 2.254 1.403  0.22
9 H -0.433 1.607 1.617  0.21
10 H -0.093 2.745 0.296  0.21
11 H 1.379 1.036 -0.797  0.17
12 H 1.404 -1.538 -1.003  0.17
13 H 1.425 -2.259 0.723  0.21
14 H -0.746 -1.808 -1.776  0.23
15 H -1.227 -0.894 1.113  0.22
16 H -2.543 -0.809 -0.175  0.22
17 H -1.017 0.768 -1.508  0.23

Forces on atoms 1 to 3 (eV/Å):
0.012 0.052 0.058
-0.163 0.206 -0.102
-0.172 -0.224 -0.316

[4]
Computed, not measured: a cluster of 2 separate species, C2H8O2 in total, with wB97M-V/def2-TZVPD.

Summary:
* LUMO energy: 0.856 eV
* ΔE to the lowest compared entry with this formula, charge and spin: 72.5 kJ/mol
* HOMO-LUMO gap: 11.290 eV
* highest occupied orbital energy: -10.4345 eV
* multiplicity: 1

Last column: natural (NBO) charge in e.
Geometry (Å):
1 C 1.773 0.224 -0.940  -0.25
2 O 1.567 0.136 -2.332  -0.72
3 H 1.424 1.174 -0.514  0.16
4 H 1.202 -0.574 -0.473  0.18
5 H 2.824 0.096 -0.649  0.16
6 H 1.990 0.892 -2.750  0.46
7 C -1.442 -0.411 1.232  -0.25
8 O -2.591 0.146 1.863  -0.72
9 H -1.356 -0.087 0.194  0.17
10 H -0.581 -0.068 1.799  0.18
11 H -1.454 -1.506 1.261  0.16
12 H -3.356 -0.022 1.309  0.46

Forces on atoms 1 to 3 (eV/Å):
0.106 0.103 0.544
0.037 0.127 -0.198
-0.022 -0.063 -0.135

[5]
Computed, not measured: a structure of composition C4H3Li2O2Sr in a non-equilibrium geometry, with wB97M-V/def2-TZVPD.

Summary:
* LUMO energy (alpha / beta): -4.166 / -4.170 eV
* ΔE to the lowest compared entry with this formula, charge and spin: 311.3 kJ/mol
* HOMO-LUMO gap (alpha / beta): 5.176 / 5.151 eV
* highest occupied orbital energy (alpha / beta): -9.3426 / -9.3211 eV
* total charge: +1
* multiplicity: 1

Last column: Löwdin charge in e.
Geometry (Å):
1 C -1.404 0.248 -0.766  -0.58
2 O -2.188 0.808 0.099  -0.27
3 Li 2.838 -0.243 -1.172  0.85
4 Li -1.803 -0.438 1.620  0.73
5 H -0.605 -0.458 -1.841  0.16
6 C -0.522 -0.851 -0.520  -0.39
7 C 0.138 -0.774 0.834  -0.20
8 C 1.134 0.121 1.011  -0.45
9 O 1.598 1.027 0.062  -0.71
10 Sr 0.023 2.244 -0.478  1.67
11 H -0.946 -1.830 -0.778  0.09
12 H 1.736 0.147 1.929  0.09

Forces on atoms 1 to 3 (eV/Å):
-3.947 3.489 -0.069
1.182 -1.307 0.566
-0.924 0.427 0.864

[6]
Computed, not measured: a structure of composition C3H2Cl2 in a non-equilibrium geometry, with wB97M-V/def2-TZVPD.

Summary:
* LUMO energy: -0.572 eV
* ΔE to the lowest compared entry with this formula, charge and spin: 217.0 kJ/mol
* HOMO-LUMO gap: 9.396 eV
* highest occupied orbital energy: -9.9681 eV
* multiplicity: 1

Last column: natural (NBO) charge in e.
Geometry (Å):
1 C 0.002 0.441 -0.752  -0.15
2 C -1.262 0.832 -0.484  -0.05
3 C -0.598 -0.109 0.455  -0.04
4 Cl -2.432 1.942 -0.762  0.18
5 Cl 0.152 1.420 2.659  -0.44
6 H 0.903 0.446 -1.331  0.25
7 H -0.165 0.331 1.672  0.25

Forces on atoms 1 to 3 (eV/Å):
-1.888 -1.079 1.423
2.897 -1.983 1.643
-0.423 2.811 -3.541

[7]
Computed, not measured: a cluster of 6 separate species, C36H84ClNO in total in a non-equilibrium geometry, with wB97M-V/def2-TZVPD.

Summary:
* LUMO energy: 0.741 eV
* HOMO-LUMO gap: 9.686 eV
* highest occupied orbital energy: -8.9456 eV
* multiplicity: 1

Last column: Löwdin charge in e.
Geometry (Å):
1 C 1.285 -0.319 2.219  -0.11
2 O 1.099 -1.678 2.561  -0.20
3 C 2.229 -2.452 2.156  -0.19
4 C 2.397 -3.577 3.225  -0.36
5 N 1.066 -4.142 3.475  0.05
6 C 3.458 -4.648 2.827  -0.18
7 C 4.780 -4.547 3.671  -0.27
8 C 5.875 -5.385 2.924  -0.54
9 Cl 6.670 -4.258 1.735  0.56
10 H 2.212 0.096 2.663  0.09
11 H 1.278 -0.217 1.115  0.07
12 H 0.437 0.276 2.602  0.07
13 H 3.111 -1.789 2.084  0.12
14 H 1.984 -2.941 1.194  0.13
15 H 2.768 -3.081 4.141  0.14
16 H 0.929 -5.007 2.976  0.07
17 H 0.883 -4.235 4.460  0.07
18 H 3.028 -5.634 3.096  0.11
19 H 3.675 -4.697 1.745  0.11
20 H 5.121 -3.509 3.784  0.09
21 H 4.543 -5.025 4.638  0.11
22 H 5.348 -6.199 2.406  0.07
23 H 6.608 -5.756 3.652  0.07
24 C -2.395 1.091 4.432  -0.10
25 C -2.421 1.668 3.022  -0.28
26 C -1.658 2.986 2.891  -0.23
27 C -2.204 4.140 3.734  -0.23
28 C -3.667 4.498 3.473  -0.27
29 C -3.929 4.971 2.048  -0.11
30 H -2.890 1.751 5.148  0.07
31 H -2.915 0.131 4.458  0.07
32 H -1.369 0.925 4.768  0.07
33 H -3.457 1.793 2.695  0.09
34 H -1.970 0.940 2.341  0.09
35 H -1.642 3.280 1.837  0.10
36 H -0.612 2.820 3.170  0.11
37 H -1.584 5.024 3.551  0.11
38 H -2.084 3.906 4.796  0.10
39 H -3.953 5.297 4.163  0.10
40 H -4.315 3.648 3.703  0.10
41 H -3.316 5.843 1.807  0.07
42 H -4.977 5.255 1.931  0.06
43 H -3.717 4.188 1.317  0.07
44 C -4.605 8.079 -0.724  -0.11
45 C -5.849 8.478 0.063  -0.27
46 C -6.976 7.449 -0.020  -0.23
47 C -7.532 7.204 -1.424  -0.23
48 C -8.074 8.445 -2.134  -0.27
49 C -9.255 9.086 -1.414  -0.11
50 H -4.811 8.002 -1.793  0.07
51 H -3.820 8.826 -0.592  0.07
52 H -4.218 7.118 -0.377  0.06
53 H -6.200 9.457 -0.276  0.10
54 H -5.571 8.600 1.114  0.10
55 H -7.787 7.762 0.644  0.10
56 H -6.614 6.495 0.378  0.10
57 H -8.331 6.459 -1.354  0.11
58 H -6.757 6.753 -2.050  0.10
59 H -8.395 8.154 -3.138  0.10
60 H -7.280 9.185 -2.269  0.10
61 H -10.075 8.373 -1.298  0.07
62 H -9.630 9.938 -1.986  0.07
63 H -8.975 9.452 -0.425  0.06
64 C 1.420 2.725 -4.630  -0.11
65 C 2.269 1.461 -4.546  -0.27
66 C 1.444 0.175 -4.528  -0.23
67 C 0.500 0.025 -3.334  -0.23
68 C 1.172 0.085 -1.963  -0.27
69 C 2.180 -1.036 -1.733  -0.10
70 H 0.778 2.838 -3.755  0.06
71 H 2.060 3.608 -4.685  0.07
72 H 0.789 2.711 -5.521  0.07
73 H 2.917 1.512 -3.666  0.10
74 H 2.935 1.430 -5.414  0.10
75 H 2.125 -0.681 -4.565  0.10
76 H 0.850 0.122 -5.446  0.11
77 H -0.027 -0.931 -3.428  0.11
78 H -0.273 0.798 -3.380  0.10
79 H 0.396 0.014 -1.196  0.08
80 H 1.660 1.053 -1.817  0.10
81 H 1.705 -2.014 -1.840  0.08
82 H 2.593 -0.970 -0.725  0.05
83 H 3.014 -0.979 -2.435  0.07
84 C 7.179 -5.588 -1.529  -0.13
85 C 8.600 -5.786 -1.012  -0.28
86 C 9.675 -5.430 -2.039  -0.23
87 C 9.662 -6.275 -3.314  -0.23
88 C 9.804 -7.782 -3.097  -0.27
89 C 11.124 -8.179 -2.447  -0.11
90 H 6.964 -6.246 -2.373  0.07
91 H 6.457 -5.813 -0.743  0.04
92 H 7.020 -4.555 -1.847  0.08
93 H 8.725 -6.817 -0.669  0.10
94 H 8.741 -5.152 -0.133  0.07
95 H 10.656 -5.506 -1.561  0.10
96 H 9.561 -4.379 -2.321  0.11
97 H 10.476 -5.933 -3.963  0.11
98 H 8.738 -6.086 -3.869  0.10
99 H 9.732 -8.278 -4.069  0.10
100 H 8.971 -8.161 -2.498  0.10
101 H 11.972 -7.839 -3.047  0.07
102 H 11.191 -9.265 -2.357  0.07
103 H 11.223 -7.759 -1.444  0.06
104 C -6.795 -2.335 0.740  -0.11
105 C -5.534 -1.726 1.342  -0.27
106 C -5.016 -0.513 0.570  -0.23
107 C -4.595 -0.789 -0.874  -0.23
108 C -3.513 -1.854 -1.047  -0.26
109 C -2.191 -1.489 -0.381  -0.11
110 H -6.615 -2.722 -0.265  0.07
111 H -7.145 -3.167 1.354  0.07
112 H -7.597 -1.597 0.686  0.07
113 H -4.756 -2.491 1.417  0.10
114 H -5.755 -1.413 2.367  0.10
115 H -4.174 -0.081 1.119  0.08
116 H -5.794 0.258 0.560  0.11
117 H -4.240 0.149 -1.315  0.11
118 H -5.471 -1.081 -1.460  0.10
119 H -3.335 -1.993 -2.118  0.10
120 H -3.861 -2.819 -0.667  0.10
121 H -1.807 -0.543 -0.772  0.06
122 H -1.444 -2.261 -0.576  0.07
123 H -2.294 -1.397 0.702  0.07

Forces on atoms 1 to 3 (eV/Å):
-0.483 0.259 -0.238
0.693 0.544 0.049
-0.652 -0.675 0.617

[8]
Computed, not measured: an isolated molecule of CH4NO4P in a non-equilibrium geometry, with wB97M-V/def2-TZVPD.

Summary:
* LUMO energy: -0.572 eV
* ΔE to the lowest compared entry with this formula, charge and spin: 571.0 kJ/mol
* HOMO-LUMO gap: 9.798 eV
* highest occupied orbital energy: -10.3699 eV
* multiplicity: 1

Last column: natural (NBO) charge in e.
Geometry (Å):
1 O 0.424 -2.172 1.894  -0.17
2 N 0.054 -2.230 0.811  0.46
3 O 0.744 -1.345 -0.323  -0.80
4 P -0.485 -0.333 -0.604  1.90
5 O -1.439 -0.602 0.495  -1.07
6 C 0.279 1.394 -0.549  -0.37
7 O 0.478 1.527 0.864  -0.71
8 H -0.914 -0.557 -1.851  -0.12
9 H 1.196 1.564 -0.978  0.21
10 H -0.411 1.941 -1.123  0.18
11 H 0.074 0.811 1.364  0.48

Forces on atoms 1 to 3 (eV/Å):
0.522 1.005 -2.403
-0.751 -2.738 2.164
0.343 1.171 0.135

Q: Which of these has the highest multiplicity?
A: C4H12S